No. 1
Computed, not measured: C52H143N13O13 as an isolated structure in a non-equilibrium geometry, with the ωB97M-V functional and the def2-TZVPD basis.

Each line ends with the Löwdin charge.
Positions of all 221 atoms, in Å:
O  2.21289  2.94691  -7.41652  -0.18
O  -2.79928  -1.03424  2.76940  -0.19
O  -0.03040  6.75911  3.41982  -0.17
O  3.85694  5.22668  3.12296  -0.23
O  2.83622  -2.17819  -5.00771  -0.18
O  -0.91879  -5.44436  -1.57694  -0.13
O  0.67766  1.07558  6.53241  -0.22
O  -4.15521  5.53237  1.19491  -0.17
O  -4.99833  -0.17101  -0.84311  -0.17
O  -2.26474  1.08974  -5.40837  -0.23
O  1.35355  -5.19177  -3.36736  -0.12
O  0.76913  -3.68829  3.47845  -0.20
O  0.53328  0.61871  1.10458  -0.23
N  0.55465  2.06855  -5.14135  0.08
N  5.06127  4.15374  -0.18424  0.03
N  4.09501  -4.30546  -7.74865  0.04
N  -1.93729  1.90481  7.42434  0.05
N  2.24133  -1.74274  1.94236  0.08
N  -0.69052  0.41465  -2.31241  0.05
N  -4.28575  0.36421  5.83037  0.03
N  -1.29380  -1.48577  -4.47108  0.07
N  3.67970  -6.28101  -1.71078  0.08
N  0.83318  3.44071  4.83595  0.06
N  -7.33462  -0.70599  0.91009  0.04
N  -0.83623  4.36012  0.11948  0.05
N  0.32727  -8.05409  -1.36000  0.07
C  -0.26310  -7.35088  -0.23444  -0.29
C  -3.67643  -0.07986  -1.30852  -0.13
C  4.47933  5.56187  4.33488  -0.11
C  -6.12269  -2.59061  1.79634  -0.06
C  -5.31110  -1.46677  -0.34149  -0.20
C  4.73928  -4.40695  -5.35435  -0.04
C  1.53675  0.24222  5.77550  -0.11
C  -2.83266  4.45214  -1.26109  -0.05
C  0.66854  -4.66837  4.48972  -0.09
C  4.77831  4.71740  2.17112  -0.20
C  -0.21611  -5.81452  -0.41205  -0.22
C  1.15609  4.29236  -4.07762  -0.07
C  -0.06106  0.28173  7.44771  -0.20
C  2.17500  3.99106  -8.35551  -0.11
C  -3.93745  0.17836  4.42358  -0.42
C  -1.98937  0.03111  -6.30672  -0.21
C  1.57297  -0.35960  -1.57143  -0.03
C  0.63259  -7.61334  0.99769  -0.13
C  -1.03440  -4.04799  -1.77260  -0.10
C  0.46544  5.44913  6.21309  -0.06
C  0.45379  -4.24657  -3.92374  -0.12
C  -2.11825  5.03978  -0.03375  -0.42
C  -4.87060  5.34780  2.41734  -0.07
C  1.02731  3.45832  -5.33036  -0.42
C  -0.33767  -1.83712  -6.76538  -0.04
C  3.66189  -4.03019  -6.38242  -0.42
C  -3.78524  1.54585  3.76331  -0.05
C  -0.89142  -0.86301  -5.71562  -0.43
C  1.46520  -5.15501  -1.96259  -0.26
C  0.09553  -0.13979  -1.19741  -0.37
C  -1.53292  -1.50031  2.31708  -0.07
C  1.73704  -2.98385  1.38378  -0.41
C  0.36498  7.17228  2.10902  -0.08
C  -5.97404  -1.26912  1.01655  -0.44
C  -1.60624  0.60483  9.42260  -0.08
C  0.12162  4.74933  4.88650  -0.38
C  2.69803  -3.45431  0.30777  -0.05
C  2.22686  -6.40368  -1.53865  -0.32
C  1.58928  -4.12078  2.41958  -0.20
C  -2.92546  4.89356  1.24730  -0.24
C  -0.90240  1.29335  8.24460  -0.43
C  1.92455  -6.78624  -0.10013  -0.25
C  -3.40910  1.83109  -5.81921  -0.09
C  2.36011  3.34311  -6.07373  -0.22
C  2.73144  -0.79894  -4.79369  -0.10
C  2.83878  3.77305  0.84253  -0.05
C  0.33104  1.66550  2.06416  -0.09
C  4.09315  4.63107  0.79438  -0.42
C  -2.76936  -0.75083  4.14120  -0.22
C  -0.12075  0.93336  -0.11856  -0.20
C  0.57220  5.47915  3.64531  -0.22
C  3.27606  -2.56862  -6.26865  -0.25
H  -0.87325  0.20109  10.12455  0.07
H  -4.27718  1.22866  -5.54319  0.09
H  -1.68802  -1.76598  1.27247  0.08
H  -2.83698  3.35882  -1.22301  0.06
H  0.00313  4.97396  7.07575  0.07
H  -0.21064  4.61911  -0.64266  0.08
H  0.30870  -5.61853  4.07951  0.08
H  -1.19706  0.98948  0.08019  0.12
H  -5.12931  -2.85956  2.16284  0.07
H  1.15172  1.64915  2.77897  0.07
H  5.85913  4.76205  -0.29643  0.07
H  1.46577  5.31837  -4.30484  0.08
H  -2.25622  5.22303  2.06040  0.12
H  1.18450  -4.98621  1.88608  0.10
H  -0.07294  6.47643  1.39319  0.05
H  0.80114  -3.24742  -3.65155  0.08
H  1.52642  5.63955  6.41385  0.07
H  2.53681  -2.32471  -7.05253  0.11
H  2.21460  4.11849  1.68076  0.05
H  -3.40985  2.22666  -6.83496  0.09
H  0.71333  2.94241  5.71356  0.04
H  -0.38921  -1.06492  -0.87285  0.11
H  -5.19280  0.79559  5.94930  0.08
H  -1.33099  -7.55116  -0.14808  0.16
H  -0.28058  1.97213  8.83339  0.14
H  -6.02362  -1.92110  -1.04178  0.13
H  0.28918  4.80187  2.82708  0.09
H  -0.06797  -3.73647  -2.19599  0.05
H  -2.44153  4.79138  -2.21856  0.07
H  -2.91367  -0.54810  -6.45633  0.13
H  2.76387  -7.27333  0.39974  0.16
H  2.31383  -0.28486  -5.66610  0.08
H  2.37833  -4.40505  -0.12778  0.02
H  -2.70309  -1.62452  4.80216  0.13
H  2.99585  2.62445  -5.54721  0.13
H  0.81369  -5.43020  -0.49046  0.06
H  -4.91773  4.27507  2.61067  0.07
H  3.92502  -6.39504  -2.68496  0.06
H  -2.54950  1.24659  6.94737  0.03
H  0.10106  -7.31340  1.90516  0.10
H  -4.79589  -0.33001  3.96128  0.13
H  4.09229  -5.42123  -1.37626  0.07
H  1.10338  -0.72043  5.47565  0.08
H  -6.83611  -2.44123  2.60702  0.07
H  1.66063  5.55416  3.57125  0.10
H  -1.80075  -3.82774  -2.50643  0.11
H  -4.35398  -0.48111  6.38777  0.08
H  5.06660  -4.18808  -7.98367  0.07
H  0.14865  1.92738  -0.49116  0.10
H  -0.11578  8.14032  1.98921  0.10
H  1.44569  7.17447  1.95169  0.09
H  -1.06837  -3.44672  -0.85815  0.10
H  -4.26091  5.86397  3.17006  0.09
H  -0.25052  -7.79547  -2.15789  0.11
H  0.57113  -0.27385  8.15160  0.13
H  1.67740  -4.90275  4.86292  0.09
H  5.13224  3.72596  2.48445  0.13
H  -0.79617  -0.71309  2.47653  0.07
H  -0.45694  2.03512  -5.10647  0.05
H  0.19802  4.36595  -3.56236  0.06
H  4.46242  -3.97528  -4.38989  0.07
H  0.69544  -2.87644  1.04095  0.12
H  -3.48455  -0.74510  -2.16220  0.08
H  4.13282  -1.97629  -6.63853  0.13
H  -3.44298  2.70655  -5.16587  0.09
H  0.33759  4.04534  -5.95159  0.14
H  3.82799  5.65719  0.53459  0.14
H  2.98244  2.75669  1.22023  0.09
H  -0.94092  4.51595  4.94729  0.13
H  -3.49032  0.96227  -1.56141  0.07
H  -1.70202  0.38302  -7.30646  0.13
H  1.89993  -7.21575  -2.18783  0.14
H  3.51119  -3.81136  -8.40916  0.06
H  -0.07302  -0.16540  -5.50899  0.09
H  -1.09428  -2.58877  -6.99291  0.09
H  -2.31456  -0.14454  9.05738  0.07
H  2.72541  -2.70152  -0.47817  0.08
H  2.94146  4.27016  -5.98476  0.12
H  -0.63047  1.70810  2.57519  0.08
H  -1.85579  -0.18214  4.39024  0.12
H  -0.34922  0.25588  -3.25227  0.03
H  1.85754  -1.59059  2.86667  0.06
H  1.17991  4.41987  -8.56109  0.08
H  5.63535  5.39907  2.12470  0.12
H  2.13129  -0.44630  -0.63807  0.06
H  2.04682  -0.94418  1.35046  0.04
H  1.52317  -6.98383  1.01247  0.00
H  -0.62064  -5.25382  0.44587  0.15
H  -2.04000  -2.16864  -4.56665  0.09
H  -7.62622  -0.57005  1.87658  0.06
H  3.69299  -0.38999  -4.46427  0.10
H  3.72808  5.78378  5.09653  0.07
H  0.53080  2.58301  1.50802  0.04
H  2.86360  4.80020  -8.11669  0.09
H  1.88707  -5.86436  0.49832  0.09
H  2.37251  -0.13471  6.38175  0.09
H  0.43699  -4.35471  -5.00352  0.09
H  2.73084  -4.57147  -6.19323  0.13
H  1.04602  -7.41043  0.05344  -0.14
H  -3.94791  1.43225  2.68984  0.07
H  0.17308  6.50865  6.17970  0.08
H  5.08462  6.47569  4.29119  0.09
H  -3.01862  3.81519  1.45299  0.13
H  0.85971  -8.67656  0.95928  0.15
H  1.27131  -7.71237  -1.50808  0.00
H  -4.48144  -2.17628  -0.28844  0.12
H  -0.56647  1.42624  -2.28305  0.07
H  -2.85124  -0.37525  -0.64515  0.06
H  -4.52031  2.24170  4.16905  0.07
H  -2.18846  1.31946  10.00550  0.07
H  -0.29560  4.75509  0.88562  0.02
H  5.38971  3.21647  0.00472  0.07
H  -3.89350  4.71341  -1.21844  0.08
H  2.60294  -4.35688  2.77131  0.14
H  3.68142  -3.63124  0.74215  0.10
H  -0.53428  -4.44275  -3.49462  0.05
H  -1.49815  2.39385  6.64661  0.05
H  5.08559  4.72059  4.68880  0.09
H  1.94958  4.00229  -3.37951  0.08
H  1.92097  0.78472  4.91615  0.07
H  1.81815  -4.23644  -1.47906  0.11
H  -1.22303  -2.37653  2.89515  0.08
H  5.70694  -3.97969  -5.61757  0.08
H  -0.73320  -0.41504  6.93561  0.12
H  1.83687  3.60251  4.78651  0.07
H  4.78565  -5.47880  -5.17079  0.07
H  -2.81688  2.03189  3.90808  0.07
H  -1.68812  -0.78448  -3.85332  0.03
H  -7.25679  0.26584  0.60290  0.07
H  -5.84555  5.82461  2.45368  0.09
H  -5.29752  -0.63968  1.60212  0.11
H  0.93197  1.55888  -5.92831  0.05
H  -0.08968  -1.35370  -7.71272  0.08
H  0.61902  -2.19604  -6.38851  0.04
H  -2.00525  6.09703  -0.30921  0.14
H  0.42301  -5.28048  -1.61357  -0.03
H  -6.52372  -3.42881  1.22388  0.08
H  2.03473  -0.57222  -3.98378  0.04
H  1.72427  -1.28878  -2.11940  0.06
H  0.09801  -4.26407  5.32125  0.09
H  2.09686  3.82882  0.04665  0.07
H  1.85255  0.52383  -2.14446  0.08
H  2.29701  3.49176  -9.32215  0.09

Summary:
energy above the lowest of the compared OMol25 structures with the same formula, charge and spin = 505.5 kcal/mol
frontier orbital gap = 6.851 eV
E_HOMO = -0.23362 Eh

No. 2
Computed, not measured: C52H35Cl3CsN8O4P as an isolated structure in a non-equilibrium geometry, with the ωB97M-V functional and the def2-TZVPD basis.

Each line ends with the Löwdin charge.
Positions of all 104 atoms, in Å:
Cs  -0.35960  0.62229  -1.36781  0.91
Cl  0.03538  4.55952  -4.67033  0.67
Cl  0.56899  7.09206  -3.39008  0.58
Cl  -2.07362  5.86439  -3.18199  0.63
P  -0.64139  -0.90896  3.57276  1.07
O  6.53064  5.79522  2.09334  0.05
O  1.36799  0.43255  -3.97640  -0.22
O  -2.89533  -0.26681  -1.70117  -0.33
O  5.67121  4.74109  3.75041  0.06
N  1.49433  -1.95518  -0.44388  0.07
N  5.25269  -4.23320  2.61742  0.14
N  -2.61916  -1.12268  -3.86856  0.00
N  0.57453  4.32446  -1.15530  0.22
N  1.82948  2.23264  1.26904  0.12
N  5.74062  4.98936  2.54953  -0.35
N  2.98523  1.74799  -1.07765  0.12
N  -1.36025  -0.43851  -4.01747  -0.04
C  -1.27867  -3.49000  7.37457  -0.12
C  2.85507  -2.06580  1.52354  0.00
C  4.81231  3.25612  -0.58285  -0.16
C  3.03919  -3.75469  -0.19815  -0.02
C  5.38907  4.08071  0.38780  0.05
C  4.42025  -3.85807  1.91562  -0.18
C  0.08454  0.35500  -7.33073  -0.08
C  -0.39028  -4.18693  1.13242  -0.11
C  3.64031  2.56572  -0.23212  -0.13
C  0.15547  4.89354  -2.07333  -0.38
C  3.62123  3.68874  2.02986  -0.09
C  -1.14222  -3.84484  0.01706  -0.09
C  -1.90853  -3.85516  6.20372  -0.10
C  -1.95228  -2.68570  0.06038  -0.05
C  -4.30620  0.89155  4.24689  -0.14
C  -1.99207  1.25391  2.62236  -0.16
C  4.89605  4.22228  1.65139  -0.09
C  -1.12632  -0.36650  -5.28211  -0.14
C  -3.22908  -0.95643  -2.71681  -0.56
C  -5.43847  -1.51844  -1.50959  -0.05
C  -0.91969  -1.96146  5.06055  -0.38
C  4.68705  2.20621  -2.69584  -0.04
C  2.29956  1.22231  -6.01182  -0.05
C  1.66866  3.37952  3.36220  -0.02
C  2.27139  1.32769  -7.35993  -0.17
C  -1.80186  -1.79730  1.11762  -0.09
C  3.40111  -3.27309  1.05554  -0.21
C  1.17071  0.85288  -8.06790  -0.16
C  -3.21766  0.02661  4.34746  -0.13
C  -2.07039  0.22276  3.57325  -0.47
C  1.21406  0.63150  -5.23557  -0.40
C  3.00567  2.82903  1.08293  -0.15
C  -6.18654  -3.36543  -3.51413  -0.11
C  0.02996  0.23698  -5.92271  -0.17
C  2.89693  3.96742  3.18635  -0.02
C  -0.34738  5.55456  -3.29541  -1.63
C  -4.25934  1.91195  3.29336  -0.14
C  -0.98817  -2.10162  2.20416  -0.39
C  5.36073  3.02117  -1.85370  -0.03
C  -3.10334  2.12317  2.51788  -0.16
C  -0.32089  -3.31156  2.22535  -0.15
C  -1.76219  -3.08178  5.06518  -0.10
C  -4.94132  -2.74078  -3.53747  -0.07
C  2.06309  -3.05976  -0.88116  -0.14
C  -7.04379  -3.09877  -2.42464  -0.12
C  3.48960  1.58484  -2.25903  -0.10
C  -0.45861  -2.37822  7.40785  -0.12
C  -0.25134  -1.64860  6.25971  -0.11
C  1.89143  -1.46730  0.74038  -0.14
C  1.16171  2.44749  2.38515  -0.09
C  -4.57327  -1.76551  -2.60548  -0.13
C  -6.66671  -2.13775  -1.43778  -0.11
H  -0.02366  -2.00935  8.33053  0.09
H  -2.54841  -4.71361  6.16346  0.09
H  -6.49884  -4.08706  -4.29807  0.09
H  6.25847  4.65179  0.11465  0.12
H  0.24949  -5.06655  1.08665  0.10
H  -3.10833  2.90881  1.76297  0.06
H  -7.97769  -3.64007  -2.29190  0.08
H  2.81733  1.01320  -2.92839  0.08
H  -2.27708  -3.36502  4.14241  0.11
H  -1.88048  -0.80416  -5.93920  0.10
H  0.14011  2.02413  2.44743  0.04
H  -5.15306  0.79379  4.87165  0.06
H  1.10810  0.91021  -9.15649  0.07
H  0.38697  -0.75653  6.32475  0.10
H  1.02928  3.59442  4.19645  0.10
H  -2.61727  -2.45647  -0.79090  0.09
H  5.07381  1.96060  -3.69088  0.11
H  -1.12578  -4.42753  -0.89266  0.10
H  1.34037  -0.59828  1.06992  0.07
H  3.18626  4.68623  3.91378  0.10
H  0.32762  -3.59267  3.05657  0.11
H  -4.23814  -2.87514  -4.37027  0.10
H  -5.03795  -0.82417  -0.75729  0.12
H  6.26232  3.56362  -2.12284  0.11
H  -3.29872  -0.72509  5.13748  0.08
H  -1.35745  -4.11211  8.27142  0.09
H  -0.79499  -0.01587  -7.87333  0.09
H  3.16240  1.59385  -5.49256  0.08
H  3.49240  -4.59105  -0.67006  0.10
H  3.12084  1.72913  -7.91979  0.09
H  -7.33899  -1.95322  -0.60848  0.09
H  -2.23854  -0.81493  1.02670  0.08
H  3.06720  -1.69522  2.50189  0.11
H  -5.09297  2.58984  3.19164  0.07
H  1.63507  -3.35397  -1.83137  0.12

Summary:
total charge = -2
energy above the lowest of the compared OMol25 structures with the same formula, charge and spin = 38.5 kcal/mol
frontier orbital gap = 4.529 eV
E_HOMO = -0.06559 Eh